A cluster of 13 separate species, C31H94N20O13 in total in a non-equilibrium geometry. Source: OMol25; level of theory: ωB97M-V/def2-TZVPD.

Structure (XYZ):
```
158
Properties=species:S:1:pos:R:3:mulliken_spin:R:1
N -2.24 -3.98 2.12 0.0000
H -1.26 -2.96 -3.99 0.0000
C 1.74 -0.71 5.02 0.0001
N -1.97 -0.07 5.00 0.0000
H 5.91 4.97 0.10 0.0481
C -1.71 -0.11 0.62 0.0001
H -1.80 -2.11 -0.53 0.0000
O -3.22 1.10 3.49 0.0000
H -2.68 -0.12 0.13 0.0002
H -2.53 6.29 2.64 0.0000
H -2.60 2.01 -2.23 0.0000
H -5.95 2.84 -0.67 0.0000
C -0.55 -0.57 -0.39 -0.0006
H -4.68 4.20 -1.82 -0.0002
H 4.87 -5.25 0.69 0.0000
C 0.71 -4.93 1.04 0.0001
N -4.30 -4.28 1.82 0.0000
N -1.10 -1.68 -1.12 0.0002
O -6.19 4.69 2.51 0.0001
C 4.48 -3.79 2.06 -0.0001
H -0.70 -3.33 -6.53 0.0000
H 0.77 -1.78 0.68 0.0004
H 0.74 -0.11 6.63 0.0000
H -6.29 3.32 3.98 0.0000
H 7.80 4.48 -1.58 -0.0004
H -2.90 2.70 2.37 -0.0002
C 2.76 2.58 1.04 0.0255
N -4.64 -2.23 -1.84 0.0000
C -3.24 -3.70 1.40 0.0000
H 1.14 0.14 3.21 0.0004
C 2.95 -1.04 5.89 0.0001
N -1.52 0.23 -4.28 0.0000
H -0.22 1.26 4.27 0.0000
O 3.68 -2.16 5.35 0.0001
H -4.08 -2.14 -1.01 0.0000
H -2.42 -4.46 2.99 0.0000
O -3.19 -3.06 0.42 0.0000
H -5.25 -1.17 -4.54 0.0000
C 6.81 4.01 -1.58 0.0048
N -1.05 1.41 3.70 0.0002
N 0.89 -1.27 -3.81 0.0002
H 4.64 2.38 -0.81 0.0430
C 6.04 3.94 -0.25 0.0244
H 0.37 0.18 -5.54 0.0000
H 3.23 0.36 -2.20 0.0012
C -2.17 0.84 4.05 0.0000
H 0.87 -6.84 0.32 0.0000
H 2.74 1.20 -3.66 0.0002
N 4.89 1.60 -4.37 0.0002
C -1.52 0.87 -5.38 0.0000
H -5.01 2.06 -3.52 0.0001
H -4.22 6.63 2.43 0.0000
H 1.22 -1.66 4.91 0.0000
H -2.54 3.66 1.16 -0.0002
C -0.93 3.87 -0.90 0.0007
H -1.74 -4.75 -6.32 0.0000
H -0.02 -3.73 -0.39 -0.0001
H 0.45 -5.38 -0.84 0.0000
H 3.16 1.59 1.27 0.0055
H -1.65 -1.20 -1.81 0.0000
H 3.09 -2.46 -4.11 0.0000
H 0.98 -6.57 2.05 0.0000
H -5.63 1.48 -1.64 0.0001
H 1.09 -0.08 0.90 -0.0008
O -0.38 -4.55 -4.79 0.0000
C -0.74 -4.35 -6.17 0.0000
C 0.87 -0.84 0.15 -0.0007
H 6.99 3.11 -2.16 0.0004
H -0.48 0.28 -1.07 0.0000
H 3.69 -0.25 6.03 -0.0001
C 1.00 -2.51 -4.45 -0.0001
H 3.36 -0.97 0.64 -0.0001
H -0.01 -4.85 -6.80 0.0000
H -1.35 -3.58 1.83 0.0000
H -2.34 3.58 -2.96 0.0000
C -0.25 -3.37 -3.98 -0.0006
C 4.74 -2.62 6.20 0.0000
H 3.95 -1.14 -1.10 0.0003
H -0.49 4.13 0.06 -0.0002
C -4.51 -1.25 -2.68 0.0001
N 4.18 -4.64 1.09 0.0000
H -0.60 4.68 -1.55 0.0001
H 3.03 -2.44 -0.39 0.0000
H -4.85 4.19 0.96 -0.0002
H -0.04 1.40 -6.64 0.0000
H 2.47 -3.77 2.37 0.0000
C -3.44 5.92 2.17 0.0000
O -3.67 -0.37 -2.67 0.0000
C 3.18 -1.36 -0.36 -0.0001
H -4.26 3.33 -4.02 0.0000
H 1.30 1.07 5.95 0.0000
C 2.28 -3.19 -4.00 0.0001
H -5.17 -4.07 1.34 0.0000
O 0.68 -4.19 2.01 0.0000
N 0.35 -4.64 -0.17 0.0001
H -5.21 -3.02 -2.10 0.0000
N 3.46 0.86 -3.05 -0.0023
N -5.37 -1.52 -3.60 0.0000
H -0.15 -3.61 -2.92 0.0005
H 0.83 -1.42 -2.81 0.0001
H -1.57 0.91 0.98 0.0000
H -2.70 -0.69 5.29 0.0000
H 3.93 4.02 -1.01 0.0309
O 5.59 0.59 -2.52 0.0010
N 6.85 3.21 0.64 0.6201
H 5.34 -3.40 5.74 0.0000
O 3.89 3.48 0.81 0.1037
H 6.25 2.98 1.42 0.0027
H 0.99 -2.25 -5.51 -0.0001
H -2.42 -0.04 -3.89 0.0000
H 5.79 1.81 -4.78 0.0000
C -6.51 4.38 3.85 0.0000
H -3.28 5.89 1.09 0.0000
H -0.44 2.96 -1.24 -0.0002
H -1.79 -0.79 1.47 -0.0002
O -2.27 3.58 -0.87 0.0000
O -2.40 1.55 -5.85 0.0000
N -2.59 3.64 2.16 0.0005
H -1.21 2.24 3.16 0.0001
H 7.14 2.34 0.22 0.0058
H 2.61 -4.03 -4.61 0.0000
H 2.70 0.78 3.68 0.0001
H 4.29 -3.04 7.10 0.0000
H 6.28 4.61 -2.32 -0.0018
H -4.45 1.92 -0.31 0.0000
H 5.42 -1.83 6.50 0.0000
C 4.71 0.96 -3.27 0.0017
C 4.56 3.39 -0.39 0.0931
N 0.81 0.22 5.68 0.0000
N -0.36 0.75 -5.93 0.0000
C 2.09 -0.13 3.66 -0.0006
H -5.07 2.92 1.88 -0.0001
C -5.12 2.27 -1.10 -0.0001
C -5.01 4.00 2.02 0.0004
H -5.86 5.00 4.47 0.0000
C -3.73 4.49 2.64 0.0001
N -5.00 3.06 -3.39 0.0001
H -0.71 -0.33 -4.09 0.0000
H 2.58 -1.27 6.89 0.0000
H 4.04 1.83 -4.85 0.0001
N 0.87 -6.21 1.11 0.0000
O 1.97 -0.74 -0.79 0.0003
N 3.36 -3.35 2.57 -0.0001
C -4.44 3.17 -2.07 0.0002
H 2.53 -0.84 2.97 0.0002
H 1.81 -0.87 -3.97 0.0001
H -1.03 -0.17 5.35 0.0000
H 2.36 -3.46 -2.94 0.0000
C -2.83 3.07 -2.13 -0.0001
H 1.97 2.90 1.72 0.0014
H -4.30 -4.79 2.70 0.0000
H -7.57 4.63 3.92 0.0000
H 3.18 -4.65 0.91 0.0000
H -3.80 4.39 3.73 -0.0002
H -5.93 -2.35 -3.50 0.0000
H 3.31 -2.74 3.37 0.0002
O 5.59 -3.52 2.47 0.0000
H 2.16 2.39 0.15 -0.0097
```

**<S²>**: 0.76
**Electronic energy**: -90081.6379 eV
**Charge**: +1
**HOMO (spin up / spin down)**: -9.9 / -9.9 eV
**Gap between HOMO and LUMO (spin up / spin down)**: 0.2799 / 0.0622 hartree
**2S+1**: 2

---

The molecule C7H16Si in a non-equilibrium geometry. Source: OMol25; level of theory: ωB97M-V/def2-TZVPD.

Structure (XYZ):
```
24
Properties=species:S:1:pos:R:3:nbo_charge:R:1
C -1.29 -1.66 -0.67 -0.8211
H -2.20 2.09 -0.83 0.2061
H -2.23 -1.67 -1.26 0.2244
H -0.62 -1.80 1.30 0.2050
H -2.34 -1.27 1.16 0.2020
C -2.38 1.55 0.08 -0.6078
H -0.78 0.45 1.29 0.2266
H -0.64 -2.37 -1.13 0.2101
C 3.84 0.70 0.28 -0.6521
C -1.55 -1.97 0.77 -0.6201
Si -0.18 -0.07 -0.87 1.3453
H 1.75 1.53 0.41 0.1796
H 4.05 -0.40 0.09 0.2177
C 1.62 -0.26 -0.50 -0.6910
H -0.28 1.95 0.46 0.2162
C -0.89 1.09 0.43 -0.8581
H 3.87 0.88 1.31 0.2172
H -2.10 -2.99 0.80 0.2104
H 2.07 -1.01 -1.08 0.2110
H -2.86 2.20 0.85 0.2123
C 2.30 0.71 0.06 -0.0887
H -3.03 0.65 -0.22 0.2054
H -0.50 0.19 -2.40 -0.1784
H 4.36 1.48 -0.31 0.2280
```

**Electronic energy**: -15394.4474 eV
**HOMO**: -9.2 eV
**SMILES**: C/C=C/[SiH](CC)CC
**Gap between HOMO and LUMO**: 0.3747 hartree

---

The molecule C4H5NO2 in a non-equilibrium geometry. Source: OMol25; level of theory: ωB97M-V/def2-TZVPD.

Structure (XYZ):
```
12
Properties=species:S:1:pos:R:3:nbo_charge:R:1
H 1.60 -2.25 -0.09 0.4039
O 2.67 0.12 0.03 -0.5989
N 1.03 -1.47 0.04 -0.8260
H 1.10 1.92 -0.14 0.2343
C 0.52 0.99 -0.04 -0.1237
H -1.18 2.14 0.05 0.2292
C -0.82 1.08 0.02 -0.3513
C 1.50 -0.20 -0.02 0.6066
C -1.84 0.04 0.01 0.3998
H -0.04 -1.55 -0.02 0.4276
H -2.85 0.39 0.19 0.1373
O -1.69 -1.20 -0.04 -0.5387
```

**Electronic energy**: -9813.2742 eV
**HOMO**: -10.0 eV
**SMILES**: NC(=O)/C=C\C=O
**Gap between HOMO and LUMO**: 0.3300 hartree

---

The molecule C3H7N3O2 in a non-equilibrium geometry. Source: OMol25; level of theory: ωB97M-V/def2-TZVPD.

Structure (XYZ):
```
15
Properties=species:S:1:pos:R:3:nbo_charge:R:1
H -0.51 2.77 0.65 0.3279
H 1.07 -1.37 0.71 0.4723
H -1.12 -0.04 1.33 0.2571
H -1.82 0.45 -1.70 0.2052
C -1.19 0.52 0.40 -0.5676
C -1.36 -0.14 -0.91 0.0582
H 0.29 -2.48 -0.76 0.4749
O -0.39 -2.06 -0.33 -0.5896
H -2.01 1.17 0.58 0.2400
N 0.39 2.40 0.41 -0.6453
C 0.22 1.14 0.42 0.4343
O 1.62 -0.64 1.00 -0.5818
N -0.89 -1.25 -1.35 -0.1052
N 1.36 0.40 0.11 -0.3542
H 2.15 0.96 0.13 0.3737
```

**Electronic energy**: -11785.4990 eV
**HOMO**: -9.2 eV
**SMILES**: [H]/N=C(\C/C=N\O)NO
**Gap between HOMO and LUMO**: 0.3631 hartree

---

A cluster of 6 separate species, C19H42O16S2 in total in a non-equilibrium geometry. Source: OMol25; level of theory: ωB97M-V/def2-TZVPD.

Structure (XYZ):
```
79
Properties=species:S:1:pos:R:3:lowdin_charge:R:1
O -1.81 3.83 -1.54 -0.2645
O 0.05 -2.89 1.67 0.1382
C -5.08 -0.48 1.07 -0.1953
H 3.53 -1.54 -2.93 0.0730
C 3.42 -0.87 1.89 -0.5453
O -1.94 1.34 -0.98 -0.3188
H -5.70 -2.06 2.46 0.1104
O 3.95 -0.91 0.66 0.0143
H -0.04 5.61 -2.10 0.0766
H 3.07 6.56 1.67 0.0634
C -4.11 2.48 -1.87 -0.0882
C 0.57 2.50 1.34 -0.2543
H 2.24 6.78 0.17 0.0539
H -1.08 -0.92 -0.29 0.0830
H 3.38 -0.22 -1.27 0.0664
H -4.42 3.47 -2.21 0.0556
O 1.11 3.78 1.63 -0.2817
C 1.58 -5.21 1.21 -0.0132
C -3.94 0.09 1.81 -0.2457
C 0.01 -0.91 -0.31 -0.0121
O 3.01 -3.50 -2.76 -0.0030
H -1.08 5.99 -0.71 0.0817
C 2.06 -6.83 -2.62 -0.0149
C -1.04 5.93 -1.80 -0.0592
S -2.29 2.34 -2.04 0.6960
O 1.77 -4.70 -4.31 0.0816
C -0.78 2.28 2.16 -0.0318
H -1.51 3.04 1.90 0.0681
H 2.07 -7.37 -1.67 0.0859
H -0.64 2.43 3.23 0.0726
H 2.23 -5.85 0.62 0.0874
H 2.09 -5.07 2.16 0.0862
H -3.27 -2.56 0.70 0.1118
H -5.71 -2.57 0.84 0.1110
H 2.84 -3.23 4.13 0.0901
C 2.92 -2.22 3.72 -0.0895
H -2.98 5.26 -2.36 0.1081
H 3.03 0.91 0.01 0.0758
H -3.39 0.84 1.23 0.0885
H 0.39 -0.48 0.62 0.0873
C 2.72 -2.17 -3.29 -0.0129
C 0.56 -3.07 0.61 -0.6619
H -1.31 6.91 -2.19 0.0807
C 2.38 -4.59 -3.23 -0.5929
O 0.47 -2.27 -0.42 0.0059
H 1.30 1.76 1.68 0.0852
C -1.96 4.89 -2.43 -0.3097
O 2.61 -5.51 -2.34 0.0027
C -3.68 -2.30 1.67 -0.1273
C 3.73 0.14 -0.31 -0.0098
C -5.17 -1.91 1.52 -0.1784
S 2.38 4.36 0.66 0.7483
H 0.49 -0.28 -1.05 0.0888
H 1.20 6.43 1.41 0.0573
H 1.82 -1.72 -2.87 0.0851
O -3.04 -0.99 1.92 -0.1618
H -4.15 0.54 2.77 0.1226
O 1.34 -4.09 0.34 0.0030
H -1.80 4.78 -3.51 0.1281
H 4.63 0.71 -0.54 0.0983
H 2.78 -2.15 -4.38 0.0958
O 3.48 -2.11 2.45 0.0062
H -4.38 2.31 -0.83 0.0632
O 2.81 0.08 2.32 0.1179
H -4.90 -0.51 -0.01 0.1182
H 2.65 -7.41 -3.34 0.0964
O 2.10 4.13 -0.81 -0.3477
H -6.01 0.04 1.29 0.1177
H -1.25 1.30 2.07 0.0575
O 3.70 3.94 1.16 -0.3220
C 2.21 6.19 1.10 -0.0906
O -1.93 2.20 -3.44 -0.2801
H 3.58 -1.78 4.47 0.0931
H 0.59 -5.62 1.43 0.0994
H 1.95 -1.77 3.88 0.0990
H -4.41 1.74 -2.61 0.0684
H -3.47 -3.03 2.45 0.1176
H 1.04 -6.71 -2.98 0.0966
H 0.41 2.46 0.26 0.0927
```

**Electronic energy**: -74810.3643 eV
**HOMO**: -9.3 eV
**SMILES**: CCOS(C)(=O)=O.CCOS(C)(=O)=O.COC(=O)OC.COC(=O)OC.COC(=O)OC.C1CCOC1
**Gap between HOMO and LUMO**: 0.3547 hartree

---

The ion C4H8N with charge +1 in a non-equilibrium geometry. Source: OMol25; level of theory: ωB97M-V/def2-TZVPD.

Structure (XYZ):
```
13
Properties=species:S:1:pos:R:3:nbo_charge:R:1
C 1.96 -0.03 0.29 -0.3764
H 2.80 -0.21 -0.30 0.2590
C 0.72 -0.71 -0.35 -0.1054
H -1.86 -0.02 -1.15 0.2487
C -1.65 -0.03 -0.04 -0.4269
H 0.82 1.56 -1.00 0.2682
C 0.76 0.74 -0.36 0.0569
H -0.31 -0.12 1.41 0.4646
H -1.92 -1.04 0.27 0.2173
N -0.27 0.06 0.39 -0.4084
H 2.18 0.17 1.27 0.2852
H -2.25 0.64 0.44 0.2364
H 0.44 -1.49 -0.98 0.2805
```

**<S²>**: 2.00
**Electronic energy**: -5750.3214 eV
**Charge**: +1
**HOMO (spin up / spin down)**: -9.0 / -16.8 eV
**Gap between HOMO and LUMO (spin up / spin down)**: 0.2152 / 0.2850 hartree
**2S+1**: 3